No. 1
{"formula": "C25H36N2O5PbS6", "method": "ωB97M-V/def2-TZVPD", "elements": ["C", "H", "H", "H", "N", "C", "C", "H", "C", "C", "C", "C", "H", "H", "H", "H", "H", "C", "C", "H", "O", "H", "H", "H", "O", "C", "H", "C", "C", "S", "C", "H", "O", "H", "H", "H", "C", "S", "H", "C", "H", "H", "H", "S", "H", "H", "O", "S", "H", "S", "H", "C", "C", "H", "C", "C", "C", "C", "H", "C", "O", "H", "N", "C", "H", "C", "H", "H", "H", "C", "H", "H", "Pb", "H", "S"], "xyz": [[3.401, 1.636, -1.841], [-0.312, 2.835, 2.512], [0.214, -3.622, 2.855], [-2.928, 2.114, -3.459], [-0.334, -3.018, -1.057], [-0.926, 6.179, -0.526], [4.616, -2.534, 3.945], [-2.015, 3.323, 2.589], [2.718, -0.953, 2.957], [-0.655, -3.017, -3.638], [0.316, -4.507, 2.242], [0.115, -4.399, 0.868], [-0.843, 7.098, 0.054], [-2.896, 5.465, 0.110], [0.915, 5.388, 0.330], [-2.435, -0.906, 0.985], [3.955, 0.976, -1.174], [-3.131, -0.076, 0.861], [2.942, -0.651, -3.289], [0.714, -7.612, -0.012], [-0.322, -2.083, 1.061], [-0.775, -2.810, -4.699], [3.540, -1.141, -2.521], [-0.951, 2.892, 4.853], [-1.196, 1.096, -1.806], [0.423, 5.480, -0.641], [2.213, -1.361, -3.675], [-1.314, 2.496, 2.780], [0.796, -6.846, 1.990], [4.546, -2.762, 2.187], [0.655, -5.728, 2.800], [-3.127, 0.518, 2.937], [-1.600, 1.439, 1.874], [-3.625, 1.798, 1.820], [1.110, 5.929, -1.354], [-0.790, 1.191, 4.420], [0.261, -5.521, 0.058], [3.425, -1.357, 4.511], [4.063, 2.038, -2.605], [0.599, -6.741, 0.620], [-2.208, 3.872, -1.611], [-2.281, 1.279, -4.888], [-1.301, 6.450, -1.516], [2.832, -1.480, 0.221], [-1.560, 5.000, 1.160], [1.064, -7.799, 2.426], [0.777, 2.904, -0.072], [2.034, 0.735, -2.589], [3.581, -0.320, -4.106], [0.107, 3.755, -1.119], [0.816, -5.807, 3.867], [-0.200, -3.060, 0.303], [-1.651, 3.866, -0.674], [-1.326, 2.526, -4.066], [3.265, -1.626, 1.844], [-1.374, 2.093, 4.243], [-1.082, -0.585, -3.498], [-2.029, 1.705, -3.921], [-1.864, 2.940, -0.145], [-0.713, -1.740, -2.851], [5.353, -3.146, 4.663], [0.108, -5.426, -1.008], [-0.430, -1.781, -1.514], [-2.933, 0.952, 1.952], [-2.395, 1.926, 4.585], [-1.852, 5.152, 0.120], [0.289, -3.532, -3.462], [-1.440, -3.700, -3.314], [2.974, 2.446, -1.251], [-1.402, 0.715, -2.963], [-1.278, -0.690, -4.557], [-4.144, -0.478, 0.898], [0.407, 0.085, 0.095], [-2.974, 0.368, -0.123], [1.468, 0.152, 2.952]], "forces_ev_per_angstrom": [[0.06, -0.03, 0.05], [0.00, -0.02, -0.01], [-0.01, 0.02, 0.01], [-0.02, 0.01, 0.00], [0.09, 0.36, 0.11], [0.01, 0.03, 0.00], [-0.19, -0.14, -0.03], [0.03, -0.03, 0.02], [0.01, -0.10, -0.06], [0.03, -0.04, -0.06], [0.02, 0.02, -0.01], [-0.01, 0.07, 0.01], [0.00, -0.01, 0.00], [0.01, 0.01, 0.00], [0.00, 0.03, -0.02], [0.03, -0.04, 0.02], [0.01, -0.01, 0.02], [-0.04, 0.03, -0.01], [0.02, -0.07, 0.01], [0.00, -0.01, -0.01], [-0.05, 0.14, 0.03], [0.00, -0.01, -0.02], [0.00, -0.01, 0.00], [0.00, 0.02, 0.01], [-0.09, -0.13, 0.05], [0.00, 0.06, 0.11], [-0.04, 0.00, -0.01], [0.00, 0.05, -0.02], [0.00, 0.00, -0.01], [0.08, 0.00, -0.02], [0.01, -0.01, 0.02], [0.04, -0.03, 0.00], [-0.04, -0.14, -0.02], [0.01, -0.03, 0.03], [0.02, 0.03, -0.02], [0.02, -0.01, -0.02], [-0.03, -0.01, -0.02], [0.02, 0.04, 0.05], [0.01, 0.01, -0.02], [0.00, -0.01, 0.01], [-0.02, 0.01, -0.03], [0.00, -0.03, -0.01], [0.00, 0.00, -0.01], [0.04, 0.06, -0.07], [0.01, 0.00, 0.00], [0.01, -0.02, 0.01], [0.09, 0.07, 0.00], [-0.08, 0.10, 0.00], [0.02, 0.03, 0.00], [0.00, -0.28, -0.13], [0.00, 0.00, 0.02], [0.11, -0.23, -0.02], [-0.04, 0.09, 0.10], [0.02, 0.03, -0.01], [-0.03, -0.02, 0.03], [0.02, 0.01, 0.01], [-0.14, 0.15, -0.11], [0.03, 0.04, 0.05], [-0.03, 0.00, 0.02], [0.17, 0.00, 0.30], [0.13, 0.05, 0.05], [0.00, 0.00, -0.01], [-0.26, -0.27, -0.24], [-0.06, 0.11, -0.08], [-0.03, -0.02, -0.01], [-0.02, -0.02, -0.02], [0.00, 0.01, 0.00], [-0.01, 0.01, 0.01], [-0.03, -0.01, -0.02], [0.17, -0.07, -0.12], [0.01, -0.01, 0.02], [-0.02, 0.01, 0.02], [-0.08, 0.10, 0.15], [0.02, 0.01, 0.00], [0.02, 0.08, -0.03]], "nbo_charge": [-0.751, 0.207, 0.237, 0.229, -0.352, -0.408, 0.193, 0.155, -0.408, -0.666, -0.194, -0.073, 0.227, 0.223, 0.245, 0.236, 0.231, -0.632, -0.745, 0.213, -0.717, 0.212, 0.233, 0.218, -0.678, -0.610, 0.231, -0.063, -0.193, 0.363, -0.205, 0.175, -0.562, 0.159, 0.236, 0.233, -0.187, 0.353, 0.216, -0.221, 0.227, 0.217, 0.204, -0.210, 0.212, 0.213, -1.011, 0.210, 0.219, 1.252, 0.215, 0.614, -0.608, 0.236, -0.378, -0.648, -0.395, -0.702, 0.278, 0.264, -0.546, 0.232, -0.358, -0.061, 0.202, -0.416, 0.237, 0.243, 0.248, 0.568, 0.208, 0.216, 1.335, 0.220, -0.094], "energy_ev": -109985.9455, "spin_multiplicity": 1, "e_above_lowest_kj_mol": 8.9, "gap_ev": [6.1, 5.7]}

---

No. 2
{"formula": "C38H72N4O4PW", "method": "ωB97M-V/def2-TZVPD", "elements": ["H", "H", "H", "H", "H", "H", "H", "H", "C", "H", "C", "H", "C", "H", "H", "H", "C", "H", "C", "N", "H", "H", "C", "H", "C", "C", "H", "C", "H", "H", "C", "C", "C", "H", "H", "H", "C", "C", "C", "C", "H", "H", "H", "C", "N", "H", "H", "C", "H", "H", "H", "O", "H", "O", "C", "H", "C", "H", "H", "H", "H", "P", "C", "H", "C", "H", "C", "N", "H", "H", "H", "C", "H", "H", "H", "H", "H", "H", "H", "C", "H", "H", "H", "H", "O", "H", "H", "C", "H", "C", "H", "C", "C", "H", "H", "W", "H", "H", "C", "H", "H", "C", "C", "C", "H", "H", "O", "H", "C", "C", "C", "C", "H", "H", "C", "H", "H", "N", "H", "H"], "xyz": [[5.588, -3.376, 0.953], [-0.540, -2.965, -2.772], [0.517, 1.135, -4.451], [-1.037, -3.480, 2.475], [2.670, 3.073, 0.602], [4.130, -1.856, 2.639], [-3.400, 2.286, 1.867], [-2.689, -4.670, -1.664], [3.488, 2.685, 2.561], [1.862, 0.191, -5.038], [-2.855, 4.164, 0.296], [3.604, -1.215, -1.655], [1.660, 1.317, 1.368], [0.268, 3.679, 0.130], [4.385, 2.531, -3.247], [3.883, 0.954, -1.228], [-0.114, -4.495, -0.965], [1.674, 3.659, 3.173], [-4.434, 1.072, -1.297], [-2.394, -0.067, -2.159], [-3.811, -1.059, 3.135], [2.775, 3.365, 4.489], [-3.615, -0.516, 2.211], [2.489, -0.631, -2.970], [3.099, -1.909, -0.986], [-2.127, 1.191, 4.176], [1.776, -1.874, 2.204], [3.804, -2.577, 1.886], [-0.618, 4.970, 0.923], [2.120, 1.134, 4.770], [-2.326, 2.425, 1.994], [2.923, 2.204, 1.214], [4.809, -2.651, 0.725], [2.271, -2.346, -1.556], [0.875, -4.053, -1.110], [-2.521, 4.767, -0.549], [-3.060, -2.281, -3.358], [1.786, 0.594, 2.722], [3.637, 1.740, -3.228], [1.543, 0.835, -4.216], [-3.397, -3.494, -0.562], [-0.653, 1.150, 2.611], [-2.606, -3.155, -3.828], [2.561, -1.153, 0.247], [-2.163, -0.193, 2.070], [-4.214, 0.390, 2.208], [1.044, -0.187, 2.869], [-2.543, -4.136, -0.724], [1.918, 2.927, -3.729], [0.795, 1.970, 1.421], [-2.551, -3.062, 1.703], [-3.789, 0.924, -0.090], [3.362, -0.486, 0.590], [-5.067, -1.963, 0.939], [1.738, 0.932, -1.693], [-3.601, -1.755, -4.141], [-1.410, -1.384, 2.623], [3.736, -3.542, 2.390], [2.752, 0.085, 2.757], [-0.093, -5.148, -0.089], [-2.507, -4.902, 0.054], [1.265, 0.171, -0.052], [-1.739, 1.159, 2.704], [4.075, 3.587, 2.386], [-0.947, -2.364, -1.955], [2.785, 2.355, -5.130], [-1.778, 3.160, 0.709], [-0.810, -2.691, 0.538], [-3.765, -2.641, -2.613], [5.324, -1.695, 0.597], [-1.307, -1.123, -3.600], [2.458, 2.063, -4.133], [-0.070, -1.787, -1.639], [-0.852, 3.043, -2.200], [0.629, 1.771, 4.134], [-0.334, -5.115, -1.832], [-0.364, -1.109, 2.695], [-1.927, 1.311, -3.749], [-2.244, 3.201, 2.758], [1.608, 0.003, -2.924], [3.147, 2.540, -1.304], [1.987, -3.111, 0.940], [-3.031, 4.851, 1.125], [1.005, 1.744, -1.793], [-3.088, -1.416, 0.022], [-4.062, 0.552, -3.346], [-3.208, 1.282, 4.301], [-1.610, 1.100, -2.725], [-1.672, 2.061, 4.650], [4.091, -3.018, -0.570], [4.142, 0.839, -3.587], [-1.204, -3.429, -0.818], [1.680, 1.595, 3.884], [0.013, 3.648, 1.878], [4.803, -3.173, -1.379], [-1.867, 0.083, -0.059], [-0.729, -1.708, 0.285], [0.770, -0.693, -2.873], [2.406, -2.192, 1.371], [4.189, 1.946, 2.959], [-0.584, 0.772, -2.743], [-1.933, -1.446, -2.766], [-1.534, -2.726, 1.866], [-3.860, 0.164, -2.350], [-1.783, 0.313, 4.722], [-2.607, 2.972, -2.137], [-5.338, 1.824, -1.432], [-4.391, -0.774, -2.225], [-1.696, 2.417, -1.912], [2.382, 2.926, 3.573], [3.160, 1.562, -1.776], [-4.053, -1.370, 1.034], [-2.707, 1.883, -0.327], [-1.772, -1.572, 3.634], [-0.451, 3.894, 0.924], [3.572, -3.973, -0.444], [-3.806, 3.685, 0.048], [-1.665, 2.112, -0.436], [0.176, -2.896, 0.708], [3.711, 1.665, 0.691]], "forces_ev_per_angstrom": [[-0.01, -0.01, -0.01], [-0.01, -0.03, 0.00], [0.07, 0.02, 0.00], [-0.02, -0.01, 0.05], [0.01, -0.03, 0.03], [0.03, 0.01, -0.02], [-0.03, -0.01, -0.01], [-0.02, 0.00, 0.03], [0.04, -0.01, 0.00], [0.00, 0.02, -0.01], [0.00, 0.05, 0.05], [0.07, -0.06, 0.15], [0.08, 0.09, 0.07], [-0.03, 0.01, 0.00], [-0.01, 0.00, -0.02], [-0.01, 0.02, -0.05], [0.01, 0.03, 0.04], [0.03, -0.03, 0.01], [0.06, 0.02, 0.38], [0.20, -0.05, 0.01], [-0.03, 0.05, 0.06], [0.01, -0.01, -0.01], [0.08, -0.03, 0.03], [-0.12, 0.14, -0.07], [0.00, -0.03, 0.04], [-0.02, 0.08, 0.03], [0.04, -0.12, -0.13], [-0.04, -0.01, 0.02], [0.00, -0.01, 0.01], [0.02, 0.01, -0.01], [0.03, 0.01, 0.05], [-0.03, 0.01, -0.08], [0.05, 0.00, 0.02], [0.04, -0.01, -0.01], [0.01, -0.01, 0.02], [-0.01, -0.01, 0.00], [-0.02, 0.02, -0.02], [0.05, 0.02, 0.02], [0.02, 0.00, 0.01], [-0.04, -0.04, -0.08], [-0.04, 0.03, 0.01], [-0.02, -0.01, 0.02], [-0.01, 0.02, 0.00], [0.17, -0.01, -0.04], [0.01, -0.05, -0.01], [-0.05, 0.03, -0.01], [0.04, 0.08, -0.01], [0.07, -0.08, -0.03], [0.00, -0.01, 0.01], [-0.01, 0.02, 0.01], [-0.03, -0.02, 0.02], [-0.09, 0.05, -0.22], [0.02, 0.02, -0.06], [-0.05, -0.06, 0.05], [0.13, 0.12, -0.03], [-0.01, 0.02, 0.01], [-0.10, 0.10, -0.04], [0.00, 0.02, 0.00], [-0.03, 0.05, 0.02], [0.01, -0.01, -0.03], [0.00, 0.03, 0.00], [-0.22, -0.36, 0.18], [0.05, -0.15, -0.13], [-0.02, 0.01, 0.02], [-0.05, -0.07, 0.13], [0.02, -0.01, 0.01], [0.24, -0.13, -0.15], [-0.11, 0.13, 0.06], [-0.01, 0.01, -0.02], [-0.02, 0.00, 0.00], [0.03, -0.02, -0.04], [0.01, 0.01, -0.03], [-0.10, -0.03, 0.04], [0.03, 0.01, -0.01], [0.06, 0.01, 0.01], [0.02, -0.01, 0.01], [0.05, -0.02, -0.02], [-0.01, -0.08, -0.03], [-0.02, 0.01, -0.01], [-0.15, -0.01, -0.04], [-0.02, 0.02, 0.01], [-0.19, 0.00, -0.02], [-0.02, 0.00, -0.03], [0.06, 0.00, -0.02], [-0.05, 0.06, 0.30], [-0.05, 0.03, -0.03], [0.02, 0.00, 0.00], [-0.15, 0.02, 0.05], [-0.02, -0.02, 0.01], [-0.03, -0.02, -0.03], [-0.03, 0.01, 0.00], [0.05, 0.11, -0.04], [-0.03, 0.02, 0.03], [-0.03, 0.01, -0.01], [0.01, 0.00, 0.01], [-0.46, -0.51, 0.06], [0.57, -0.11, -0.02], [0.01, 0.14, -0.03], [-0.24, -0.07, 0.03], [-0.02, 0.01, 0.00], [0.18, -0.03, -0.05], [-0.02, 0.18, -0.02], [0.07, -0.03, -0.09], [0.17, -0.09, -0.07], [0.01, 0.01, -0.01], [-0.02, 0.03, -0.06], [-0.03, -0.03, -0.08], [-0.05, -0.07, -0.01], [0.17, 0.06, 0.14], [-0.02, 0.01, 0.00], [0.00, -0.03, 0.06], [0.26, 0.01, -0.40], [0.15, 0.93, -0.12], [0.04, -0.04, 0.06], [0.03, 0.03, 0.02], [0.01, 0.03, 0.02], [0.01, 0.00, 0.00], [-0.80, -0.12, -0.03], [0.21, -0.31, 0.11], [-0.02, 0.03, 0.03]], "mulliken_spin": [0.000, 0.002, 0.000, -0.003, 0.000, 0.000, 0.021, 0.000, 0.000, 0.000, 0.000, 0.001, -0.013, 0.000, 0.000, 0.000, -0.004, 0.000, 0.002, -0.009, 0.003, 0.000, 0.029, -0.003, 0.001, 0.009, -0.001, 0.000, 0.002, 0.000, 0.113, -0.007, 0.000, -0.001, 0.000, 0.000, 0.008, 0.016, 0.000, 0.001, -0.002, -0.024, 0.000, 0.001, 0.006, -0.002, 0.000, 0.000, 0.000, 0.015, -0.001, 0.028, 0.000, -0.003, -0.045, 0.000, 0.034, 0.000, 0.002, 0.000, 0.001, 0.225, 0.027, 0.000, 0.192, 0.000, -0.044, 0.013, 0.000, 0.000, -0.012, 0.000, -0.117, -0.009, -0.001, 0.001, -0.026, 0.020, 0.001, -0.020, 0.000, 0.000, -0.001, 0.013, 0.088, -0.002, 0.001, 0.108, 0.000, 0.000, 0.000, -0.032, -0.001, -0.002, 0.000, 1.260, 0.071, 0.004, 0.001, 0.000, 0.001, 0.002, -0.018, 0.039, 0.000, -0.008, 0.002, -0.002, 0.011, 0.000, -0.004, 0.010, 0.028, 0.007, -0.001, 0.000, -0.001, 0.025, -0.025, 0.000], "energy_ev": -65812.7114, "spin_multiplicity": 3, "gap_ev": [7.1, 7.9], "charge": 3}